Entry 1:
Here is a 14-piece molecular cluster, C2H33NO14 overall at a distorted geometry from OMol25. Energies are from wB97M-V/def2-TZVPD.

Positions of all 50 atoms, in Å:
C -1.772 -0.105 3.450
N -1.306 -0.896 2.311
C -2.013 -2.088 2.029
O -1.118 -3.245 2.183
H -2.730 0.341 3.298
H -1.067 0.742 3.424
H -1.580 -0.505 4.479
H -0.300 -1.069 2.310
H -2.849 -2.227 2.701
H -2.355 -2.214 0.973
H -1.460 -3.907 2.786
H 0.691 -2.316 1.140
H 2.134 -2.705 1.479
O 1.544 -2.530 0.742
H 2.627 2.896 -1.790
H 2.122 2.919 -3.183
O 2.534 3.504 -2.535
H -2.230 3.075 0.564
H -1.412 4.225 0.002
O -2.111 4.041 0.635
H 1.305 -2.482 -1.166
H 0.854 -2.206 -2.608
O 0.916 -2.893 -1.950
H -1.908 1.467 -0.747
H -2.583 0.428 0.116
O -2.291 1.348 0.122
H 2.152 2.257 3.314
H 3.541 1.932 2.874
O 2.981 2.690 3.098
H 2.635 -1.785 -3.192
H 2.175 -1.551 -4.552
O 2.030 -1.198 -3.665
H 2.892 -0.870 1.506
H 1.945 0.386 1.903
O 2.755 -0.136 2.117
H 0.810 1.675 0.414
H 0.019 1.951 1.595
O 0.894 1.574 1.391
H -1.690 -0.236 -1.881
H -2.172 -1.709 -1.359
O -2.231 -0.740 -1.276
H -1.590 -4.418 -2.132
H -0.961 -2.988 -1.791
O -1.736 -3.477 -2.053
H -0.393 2.581 -2.301
H 0.059 3.983 -2.057
O -0.402 3.241 -1.613
H 0.411 0.466 -3.467
H 1.584 1.389 -3.975
O 0.650 1.387 -3.664

Forces on the atoms, in the same order (eV/Å):
C 2.828 0.676 0.262
N -0.467 0.007 0.127
C 0.355 -1.979 -0.670
O 0.108 0.537 -0.141
H -0.794 -0.192 -0.027
H -0.405 0.128 0.200
H -0.711 -0.292 -0.749
H -0.507 0.360 0.200
H -0.412 0.232 0.099
H 0.135 0.573 0.685
H -0.161 0.132 0.100
H -0.017 -0.376 0.087
H -0.111 -0.197 0.125
O 0.121 0.231 -0.242
H 0.097 0.350 0.205
H -0.020 0.521 0.066
O -0.028 -0.522 -0.111
H -0.161 0.418 0.058
H -0.048 -0.033 -0.077
O 0.039 -0.155 0.280
H 0.044 -0.203 0.333
H 0.080 0.341 -0.450
O -0.148 -0.313 0.494
H -0.059 0.263 -0.048
H 0.167 0.001 0.039
O 0.015 0.460 0.470
H -0.155 0.154 -0.040
H -0.054 0.145 -0.043
O 0.396 -0.173 0.180
H -0.031 0.213 0.520
H -0.385 0.357 -0.297
O 0.651 -0.299 -0.609
H -0.496 0.617 -0.060
H 0.561 -0.643 -0.362
O 0.244 -0.039 0.462
H 0.596 -0.223 0.710
H 0.168 -0.239 0.533
O -1.411 0.702 -1.492
H 0.195 -0.693 -0.422
H 0.043 0.496 -0.668
O -0.539 -0.636 0.538
H 0.587 0.004 0.238
H 1.318 -0.920 0.012
O -1.849 0.648 -0.241
H 0.140 -0.443 -0.498
H -0.174 -0.456 0.545
O 0.315 0.818 -0.085
H 0.652 0.333 -0.305
H -1.111 -0.685 0.257
O 0.399 -0.006 -0.187

The energy above the lowest of the compared OMol25 structures with the same formula, charge and spin is 147.79 kJ/mol. Its total charge is 0. The calculation puts the total energy at -32763.758 eV. The HOMO-LUMO gap comes out at 8.7 eV.

---

Entry 2:
Here is an isolated molecule of C7H11BrSi at a distorted geometry from OMol25. Energies are from wB97M-V/def2-TZVPD.

Positions of all 20 atoms, in Å:
C 1.526 1.232 -1.024
Si -0.204 1.083 -0.260
C -0.051 0.764 1.602
C -1.154 -0.392 -1.061
C -0.277 -1.726 -0.860
C -0.900 -2.479 0.056
C -2.135 -1.869 0.471
C -2.309 -0.725 -0.216
Br -3.781 0.444 -0.049
H 1.587 0.797 -2.016
H 1.814 2.276 -1.104
H 2.270 0.744 -0.398
H -1.019 2.283 -0.494
H 0.638 -0.052 1.807
H 0.314 1.647 2.117
H -1.010 0.500 2.037
H -1.370 -0.192 -2.104
H 0.637 -1.898 -1.390
H -0.561 -3.427 0.436
H -2.801 -2.286 1.206

Forces on the atoms, in the same order (eV/Å):
C -0.464 0.084 0.206
Si 0.502 -0.690 0.387
C -0.086 0.063 -0.535
C 1.634 -1.955 0.469
C -1.393 2.302 -0.268
C 0.374 -0.212 -0.125
C -0.458 0.294 -0.042
C -0.324 0.017 0.245
Br 0.079 -0.099 0.026
H -0.050 -0.068 -0.202
H 0.049 0.210 -0.037
H 0.005 -0.142 0.098
H -0.045 0.197 -0.098
H 0.098 -0.111 -0.061
H 0.094 0.200 0.041
H -0.198 -0.001 0.050
H -0.084 0.149 -0.212
H 0.291 -0.115 -0.054
H 0.137 -0.153 0.036
H -0.161 0.030 0.075

The energy above the lowest of the compared OMol25 structures with the same formula, charge and spin is 63.40 kJ/mol. Its total charge is 0. The calculation puts the total energy at -85357.195 eV. The HOMO-LUMO gap comes out at 9.3 eV. The SMILES is C[SiH](C)[C@H]1C=CC=C1Br.

---

Entry 3:
Here is a 2-piece molecular cluster, C5H13N3O2Si overall at a distorted geometry from OMol25. Energies are from wB97M-V/def2-TZVPD.

Positions of all 24 atoms, in Å:
C 0.211 1.244 1.118
C 0.945 3.345 2.114
C -0.740 -0.171 -1.886
C 0.149 -2.691 -0.318
C -2.348 -1.093 0.696
N 2.089 -1.029 1.314
N 1.097 1.931 1.878
N 0.443 -0.071 0.889
O -0.793 1.753 0.641
O 2.806 -0.388 1.955
Si -0.641 -0.970 -0.153
H 1.796 3.900 1.715
H 0.037 3.665 1.608
H 0.854 3.550 3.181
H -0.798 0.907 -1.802
H 0.133 -0.422 -2.479
H -1.617 -0.511 -2.425
H -0.422 -3.291 -1.018
H 1.166 -2.631 -0.686
H 0.173 -3.215 0.628
H -2.556 -0.182 1.246
H -3.143 -1.233 -0.028
H -2.377 -1.925 1.391
H 1.926 1.482 2.228

Forces on the atoms, in the same order (eV/Å):
C 0.268 0.193 0.177
C -0.055 0.168 0.030
C 0.099 -0.333 0.783
C -0.377 0.653 0.036
C 0.749 0.062 -0.358
N -0.653 3.215 1.065
N 0.397 0.070 0.220
N 2.475 -2.208 0.450
O -0.483 0.380 -0.129
O -1.526 -1.700 -1.529
Si -0.619 -0.311 -0.571
H -0.029 0.053 0.005
H 0.069 0.064 0.062
H -0.019 0.067 -0.012
H -0.044 0.210 0.086
H 0.202 -0.089 -0.089
H -0.227 -0.146 -0.108
H -0.143 -0.112 -0.142
H 0.247 0.045 -0.166
H -0.028 -0.152 0.308
H 0.016 0.184 0.030
H -0.149 -0.060 -0.199
H 0.036 -0.200 0.143
H -0.205 -0.055 -0.090

The energy above the lowest of the compared OMol25 structures with the same formula, charge and spin is 0.00 kJ/mol. Its total charge is 0. The calculation puts the total energy at -21837.530 eV. The HOMO-LUMO gap comes out at 7.9 eV.

---

Entry 4:
Here is a 6-piece molecular cluster, C28H45Cl12N3O3 overall at a distorted geometry from OMol25. Energies are from wB97M-V/def2-TZVPD.

Positions of all 91 atoms, in Å:
H -0.014 -3.224 0.451
N -0.828 -2.932 -0.105
C -1.420 -2.047 0.619
C -2.759 -1.530 -0.023
C -0.903 -1.639 2.023
C 0.337 -0.707 2.161
C 0.251 0.817 1.723
C -0.232 1.719 2.928
C -1.766 1.705 3.093
C -2.961 1.649 2.914
C -0.565 1.280 0.462
C 0.177 1.249 -0.915
C -0.689 2.163 -1.910
Cl 0.321 -0.386 -1.655
N 1.666 1.178 1.555
C 2.444 0.011 1.220
O 3.428 0.255 0.552
C 1.849 -1.250 1.927
C 2.521 -1.048 3.403
C 4.063 -1.286 3.433
O 4.790 -0.371 3.680
Cl 4.862 -2.886 3.177
N 2.116 -2.623 1.580
C 1.646 -3.678 2.469
C 2.751 -3.036 0.390
C 4.093 -2.531 -0.222
O 2.267 -3.986 -0.222
H -3.212 -2.413 -0.534
H -2.453 -0.805 -0.818
H -3.466 -1.112 0.726
H -1.750 -1.089 2.522
H -0.824 -2.585 2.618
H 0.373 -0.560 3.277
H 0.067 2.772 2.703
H 0.232 1.429 3.899
H -4.002 1.385 2.718
H -0.809 2.365 0.625
H -1.548 0.762 0.466
H 1.184 1.714 -0.904
H 0.000 2.900 -2.395
H -1.116 1.486 -2.678
H -1.495 2.715 -1.374
H 1.913 2.020 1.047
H 2.402 0.039 3.652
H 1.962 -1.590 4.196
H 1.040 -4.452 1.930
H 1.026 -3.337 3.327
H 2.496 -4.252 2.929
H 4.554 -3.328 -0.850
H 3.806 -1.723 -0.948
H 4.798 -2.091 0.512
Cl -0.345 5.925 5.194
C -2.071 6.312 4.977
C -2.912 5.058 4.985
Cl -2.600 4.045 3.549
H -2.182 6.866 4.046
H -2.365 6.967 5.798
H -3.972 5.316 4.976
H -2.718 4.452 5.870
Cl -3.872 0.250 -2.188
C -3.922 -1.120 -3.326
C -3.361 -0.757 -4.680
Cl -4.400 0.399 -5.552
H -4.954 -1.461 -3.397
H -3.327 -1.921 -2.883
H -3.289 -1.649 -5.301
H -2.367 -0.320 -4.597
Cl 0.039 -4.684 -3.932
C 0.841 -5.807 -2.809
C 1.479 -6.974 -3.524
Cl 0.269 -8.076 -4.235
H 0.103 -6.139 -2.080
H 1.604 -5.233 -2.282
H 2.065 -7.562 -2.819
H 2.140 -6.640 -4.323
Cl 2.743 3.173 5.527
C 3.867 3.438 4.168
C 3.584 4.731 3.439
Cl 2.039 4.674 2.555
H 3.797 2.579 3.501
H 4.872 3.463 4.589
H 4.366 4.918 2.702
H 3.551 5.580 4.121
Cl -2.498 3.717 -9.466
C -2.576 1.984 -9.870
C -2.866 1.128 -8.659
Cl -1.507 1.110 -7.507
H -1.634 1.704 -10.341
H -3.373 1.865 -10.604
H -3.033 0.096 -8.967
H -3.751 1.472 -8.128

Forces on the atoms, in the same order (eV/Å):
H 0.179 -0.226 -0.721
N -0.071 0.732 1.749
C -0.633 -0.957 -1.224
C 1.438 -0.479 0.613
C -1.442 0.470 -0.351
C 0.084 -0.255 1.713
C 0.034 1.011 0.225
C -1.787 0.232 0.410
C 1.191 -1.556 -1.373
C 0.242 -2.162 -0.438
C 0.451 -0.160 0.250
C -1.581 1.497 -0.481
C 0.798 -0.455 0.038
Cl 0.311 0.267 0.461
N -0.277 -3.234 0.330
C 0.114 2.948 -1.161
O 0.126 -1.745 0.473
C 0.359 1.496 2.427
C 0.054 0.539 -0.458
C 0.073 1.245 0.600
O -0.395 -0.617 -0.274
Cl -0.727 0.335 0.141
N 0.209 0.970 -1.141
C -0.429 -1.697 0.500
C 0.259 -1.832 -1.743
C -0.694 1.328 -0.085
O 0.168 0.492 0.975
H 0.279 0.745 0.462
H -0.413 -0.645 1.140
H 0.460 -0.002 -0.650
H 0.819 -0.309 -0.374
H 0.352 0.850 -0.525
H -0.325 -0.313 -0.976
H -0.186 -0.804 0.280
H -0.110 0.172 -0.784
H 0.819 0.609 0.360
H 0.283 -0.909 -0.070
H 0.681 0.301 -0.410
H -0.554 -0.716 0.344
H -0.729 -0.595 0.275
H 0.072 0.751 0.419
H 0.567 -0.476 -0.446
H 0.057 -0.288 0.082
H 0.365 -0.950 -0.072
H 0.589 -0.119 -0.718
H 0.422 0.837 0.271
H 0.488 0.183 -0.862
H -0.523 0.672 -0.485
H -0.555 0.342 0.894
H 0.374 -0.535 0.719
H -0.484 -0.317 -0.550
Cl 0.060 0.031 -0.014
C -0.185 0.154 0.212
C -0.032 0.467 -0.206
Cl -0.430 2.304 1.060
H 0.048 -0.133 -0.002
H 0.063 -0.073 0.022
H 0.063 0.061 -0.056
H 0.098 -0.007 -0.111
Cl -0.575 0.565 -0.649
C 0.025 -0.220 -0.051
C 0.181 -0.126 0.011
Cl -0.124 0.026 0.074
H 0.032 0.130 -0.007
H 0.080 0.076 -0.047
H -0.049 0.008 0.073
H -0.093 0.047 0.010
Cl -0.085 0.048 -0.116
C 0.189 -0.037 0.241
C 0.129 0.082 0.079
Cl -0.014 -0.024 -0.051
H -0.010 0.023 -0.106
H -0.027 -0.038 -0.017
H -0.083 0.045 0.028
H -0.127 0.004 -0.008
Cl -0.082 -0.037 -0.035
C 0.164 -0.028 -0.131
C 0.241 -0.023 0.080
Cl -0.061 0.086 -0.083
H -0.069 0.045 0.039
H -0.056 0.056 -0.007
H -0.036 -0.095 0.013
H -0.118 -0.087 -0.007
Cl 0.029 0.011 0.008
C -0.010 -0.138 -0.097
C -0.134 -0.047 -0.095
Cl 0.062 0.022 -0.002
H -0.011 0.059 0.104
H -0.018 -0.005 0.092
H 0.048 0.054 -0.037
H 0.117 0.048 0.007

Its total charge is 0. The calculation puts the total energy at -190644.507 eV. The HOMO-LUMO gap comes out at 9.3 eV. The SMILES is [H]/N=C(/C)C[C@@H]1[C@](CC#C)(C[C@H](C)Cl)NC(=O)[C@]1(CC(=O)Cl)N(C)C(C)=O.ClCCCl.ClCCCl.ClCCCl.ClCCCl.ClCCCl.

---

Entry 5:
Here is an isolated molecule of C3H5N3 at a distorted geometry from OMol25. Energies are from wB97M-V/def2-TZVPD.

Positions of all 11 atoms, in Å:
C 0.270 -0.742 1.449
C 0.128 -0.212 0.072
C -0.466 -0.873 -0.998
N -0.542 0.172 -1.875
N -0.074 1.370 -1.497
N 0.362 1.080 -0.295
H -0.167 -1.743 1.421
H 1.313 -0.813 1.759
H -0.295 -0.150 2.180
H -1.363 0.108 -2.448
H 0.835 1.802 0.233

Forces on the atoms, in the same order (eV/Å):
C 0.192 -0.073 0.148
C 0.093 -0.142 0.083
C -0.081 0.317 0.405
N -0.654 -0.168 0.336
N -0.289 -0.469 0.179
N 0.066 -0.094 0.061
H 0.181 0.133 0.129
H -0.016 -0.029 0.178
H 0.183 -0.047 -0.105
H 0.449 0.623 -1.254
H -0.123 -0.051 -0.160

The energy above the lowest of the compared OMol25 structures with the same formula, charge and spin is 302.91 kJ/mol. Its total charge is 0. The calculation puts the total energy at -7659.316 eV. The HOMO-LUMO gap comes out at 9.3 eV.